54
Properties=species:S:1:pos:R:3:forces:R:3 method="wB97M-V/def2-TZVPD" gap_ev=8.99 lumo_ha=0.027 charge=0
C 2.014 -2.536 -1.988 -0.03 0.21 0.12
C 1.651 -1.368 -1.082 -0.08 -0.21 0.05
C 0.711 -1.818 0.039 0.33 -0.29 -0.57
N 0.493 -0.761 0.991 -0.24 0.36 0.35
C -0.551 0.089 1.098 0.12 -0.24 0.10
C -1.788 0.023 0.275 -0.13 -0.06 -0.17
N -1.538 0.245 -1.143 -0.01 -0.01 0.07
C -0.932 1.546 -1.400 0.08 0.32 -0.02
C -1.964 2.665 -1.552 0.13 -0.13 0.01
C -2.869 2.385 -2.761 0.03 -0.04 -0.05
C -2.789 0.910 -3.164 -0.12 0.10 0.27
C -2.757 0.012 -1.928 -0.20 -0.40 -0.27
C -2.856 -1.474 -2.308 0.09 0.19 0.04
C -1.732 -1.932 -3.230 -0.25 0.00 0.10
N -0.386 0.982 2.063 -0.09 0.44 0.33
C 0.818 0.702 2.600 0.25 -1.06 -0.87
C 1.401 -0.378 1.955 -0.18 0.66 0.49
C 2.671 -0.909 2.343 -0.27 0.07 -0.12
O 3.250 -1.862 1.855 0.00 -0.16 -0.17
N 3.213 -0.182 3.409 0.22 -0.12 0.04
C 4.509 -0.605 3.914 0.28 -0.11 0.08
C 2.661 0.908 4.067 -0.21 0.16 0.00
O 3.244 1.446 4.984 0.22 0.07 0.22
N 1.428 1.344 3.632 0.04 0.03 0.08
C 0.782 2.466 4.275 -0.08 0.23 0.17
H 2.653 -2.198 -2.800 0.05 -0.05 -0.10
H 2.551 -3.293 -1.422 0.07 -0.13 0.02
H 1.123 -2.989 -2.415 -0.08 -0.10 -0.10
H 1.167 -0.574 -1.654 -0.03 0.06 0.03
H 2.561 -0.966 -0.634 -0.03 0.06 0.04
H 1.169 -2.657 0.571 -0.15 0.05 -0.05
H -0.252 -2.118 -0.375 0.01 -0.01 0.05
H -2.235 -0.970 0.388 -0.06 0.08 0.02
H -2.489 0.760 0.701 0.06 -0.13 0.01
H -0.334 1.474 -2.314 0.08 0.07 0.07
H -0.254 1.774 -0.576 0.07 0.01 -0.12
H -2.557 2.714 -0.637 0.00 0.07 0.05
H -1.454 3.621 -1.662 -0.02 0.05 0.08
H -2.572 3.002 -3.610 -0.06 0.05 0.00
H -3.901 2.642 -2.515 -0.01 0.03 -0.06
H -1.896 0.736 -3.761 0.03 -0.06 -0.09
H -3.655 0.645 -3.773 0.05 -0.08 -0.06
H -3.646 0.260 -1.320 0.06 0.04 -0.02
H -2.833 -2.072 -1.394 -0.08 -0.04 0.04
H -3.823 -1.649 -2.784 -0.08 -0.04 0.07
H -1.705 -3.018 -3.282 0.06 -0.08 -0.06
H -0.781 -1.572 -2.851 0.20 0.01 0.01
H -1.873 -1.551 -4.238 0.05 0.02 -0.14
H 5.224 0.213 3.826 -0.02 -0.05 0.04
H 4.425 -0.881 4.965 0.04 0.02 -0.04
H 4.830 -1.458 3.321 -0.02 0.11 0.09
H -0.175 2.151 4.691 0.00 0.05 0.01
H 1.441 2.820 5.066 -0.10 -0.03 -0.10
H 0.606 3.256 3.545 -0.02 0.02 0.05